Record 1
Formula: C5H7N
Source: OMol25
Level of theory: the ωB97M-V functional and the def2-TZVPD basis

Element x y z (Å)
C  -1.371  -0.629  0.297
C  -0.181  0.168  -0.262
C  1.199  0.364  0.430
C  1.024  -0.689  -0.587
C  -0.466  1.547  -0.593
N  -0.658  2.687  -0.481
H  -1.136  -1.017  1.291
H  -2.283  -0.028  0.360
H  -1.609  -1.493  -0.341
H  1.268  0.218  1.498
H  1.750  1.229  0.057
H  0.892  -1.676  -0.147
H  1.570  -0.680  -1.522

Computed properties:
E_tot in Ha: -249.4044
SMILES: CC1(C#N)CC1
Energy above the lowest of the compared OMol25 structures with the same formula, charge and spin in eV: 1.8738
LUMO level in eV: 0.9
Orbital gap in eV: 10.761

And the Mulliken charges, in e, turn out to be:
1. C -1.43
2. C 1.15
3. C -0.79
4. C -0.51
5. C -0.05
6. N -0.49
7. H 0.33
8. H 0.40
9. H 0.31
10. H 0.27
11. H 0.24
12. H 0.29
13. H 0.26

Record 2
Formula: C43H35ClN4O4PtS3
Source: OMol25
Level of theory: the ωB97M-V functional and the def2-TZVPD basis

Element x y z (Å)
Pt  1.187  0.149  -2.816
C  2.103  0.729  6.239
C  1.661  0.957  4.820
C  0.579  1.790  4.534
C  0.161  1.994  3.231
C  0.830  1.352  2.200
C  1.922  0.540  2.456
C  2.330  0.342  3.767
S  0.374  1.627  0.492
O  0.186  3.097  0.346
C  -1.282  0.925  0.525
C  -2.348  1.823  0.314
C  -3.628  1.361  0.365
C  -3.897  -0.006  0.625
C  -5.224  -0.497  0.691
C  -5.468  -1.821  0.909
C  -4.393  -2.722  1.070
C  -3.103  -2.279  1.013
C  -2.820  -0.907  0.794
C  -1.482  -0.416  0.721
C  -0.339  -1.335  1.002
C  -0.124  -1.704  2.370
C  -0.943  -1.200  3.415
C  -0.712  -1.548  4.714
C  0.346  -2.421  5.048
C  1.155  -2.914  4.067
C  0.945  -2.563  2.711
C  1.799  -3.034  1.689
C  1.587  -2.690  0.390
C  0.505  -1.846  0.041
S  0.349  -1.693  -1.776
O  1.148  -2.819  -2.278
C  -1.354  -2.164  -2.013
C  -2.374  -1.255  -2.218
C  -3.661  -1.731  -2.426
C  -3.936  -3.091  -2.418
C  -5.336  -3.600  -2.616
C  -2.885  -3.987  -2.213
C  -1.595  -3.535  -2.017
H  1.293  0.926  6.941
H  2.935  1.388  6.499
H  2.440  -0.298  6.381
H  0.053  2.275  5.349
H  -0.675  2.647  3.007
H  2.432  0.040  1.638
H  3.167  -0.314  3.974
H  -2.111  2.861  0.118
H  -4.461  2.037  0.210
H  -6.042  0.201  0.559
H  -6.486  -2.187  0.956
H  -4.594  -3.773  1.232
H  -2.283  -2.976  1.122
H  -1.749  -0.521  3.177
H  -1.343  -1.146  5.497
H  0.512  -2.694  6.082
H  1.975  -3.580  4.307
H  2.626  -3.684  1.950
H  2.220  -3.070  -0.398
H  -2.173  -0.194  -2.227
H  -4.464  -1.023  -2.590
H  -6.038  -2.780  -2.758
H  -5.661  -4.180  -1.750
H  -5.394  -4.254  -3.488
H  -3.081  -5.053  -2.215
H  -0.771  -4.224  -1.892
S  3.137  -0.239  -1.607
C  3.563  1.222  -0.841
N  2.954  2.403  -1.103
C  3.264  3.535  -0.453
C  4.252  3.525  0.488
C  4.893  2.294  0.683
N  4.572  1.185  0.055
H  2.210  2.512  -1.844
H  2.671  4.395  -0.731
H  4.523  4.409  1.041
H  5.708  2.212  1.395
C  2.041  5.010  -4.910
N  2.303  3.585  -5.030
C  2.872  3.042  -6.154
C  3.133  1.736  -6.253
C  2.758  0.839  -5.166
O  2.924  -0.365  -5.199
N  2.173  1.452  -4.055
C  1.972  2.784  -3.956
O  1.539  3.319  -2.924
H  2.358  5.495  -5.830
H  2.588  5.431  -4.068
H  0.979  5.189  -4.750
H  3.096  3.747  -6.944
H  3.579  1.309  -7.136
Cl  -0.651  0.643  -4.154

Computed properties:
E_tot in Ha: -3953.7730
Energy above the lowest of the compared OMol25 structures with the same formula, charge and spin in eV: 0.0000
LUMO level in eV: -0.1
Orbital gap in eV: 7.976

And the Mulliken charges, in e, turn out to be:
1. Pt 0.93
2. C -1.78
3. C 0.98
4. C -0.88
5. C -0.80
6. C 0.32
7. C 0.12
8. C -1.27
9. S 2.25
10. O -0.89
11. C -0.14
12. C -1.02
13. C -1.10
14. C 0.83
15. C -0.95
16. C -0.75
17. C -0.86
18. C -0.91
19. C 1.37
20. C -0.10
21. C -1.39
22. C 1.09
23. C -1.10
24. C -0.87
25. C -0.72
26. C -0.88
27. C 1.02
28. C -1.51
29. C -1.22
30. C 1.66
31. S 1.66
32. O -0.74
33. C -0.14
34. C -0.09
35. C -0.88
36. C 1.08
37. C -1.75
38. C -0.83
39. C -0.79
40. H 0.38
41. H 0.37
42. H 0.38
43. H 0.37
44. H 0.52
45. H 0.65
46. H 0.40
47. H 0.72
48. H 0.39
49. H 0.46
50. H 0.41
51. H 0.47
52. H 0.46
53. H 0.46
54. H 0.43
55. H 0.44
56. H 0.45
57. H 0.42
58. H 0.70
59. H 0.58
60. H 0.32
61. H 0.36
62. H 0.33
63. H 0.43
64. H 0.40
65. H 0.54
66. S -0.68
67. C 0.94
68. N 0.29
69. C 0.17
70. C -0.76
71. C -0.21
72. N -0.58
73. H -0.16
74. H 0.42
75. H 0.45
76. H 0.41
77. C -0.89
78. N 0.15
79. C 0.08
80. C -0.97
81. C 0.69
82. O -0.61
83. N -0.45
84. C 0.68
85. O -0.75
86. H 0.30
87. H 0.28
88. H 0.29
89. H 0.30
90. H 0.41
91. Cl -0.60

Record 3
Formula: C5H8
Source: OMol25
Level of theory: the ωB97M-V functional and the def2-TZVPD basis

Element x y z (Å)
C  0.286  -1.091  -0.060
C  1.291  0.130  0.069
C  0.333  1.328  -0.003
C  -0.954  0.978  -0.011
C  -1.148  -0.503  0.074
H  0.404  -1.568  -1.054
H  0.478  -1.910  0.696
H  1.963  0.129  -0.801
H  1.882  0.093  1.014
H  0.654  2.366  -0.066
H  -1.768  1.714  -0.073
H  -1.740  -0.864  -0.779
H  -1.679  -0.802  0.993

Computed properties:
E_tot in Ha: -195.2870
SMILES: C1=CCCC1
Energy above the lowest of the compared OMol25 structures with the same formula, charge and spin in eV: 0.1374
LUMO level in eV: 1.2
Orbital gap in eV: 10.349

And the Mulliken charges, in e, turn out to be:
1. C -0.48
2. C -0.54
3. C -0.37
4. C -0.32
5. C -0.52
6. H 0.23
7. H 0.27
8. H 0.25
9. H 0.25
10. H 0.37
11. H 0.36
12. H 0.23
13. H 0.26

Record 4
Formula: C44H49AsCsN3O2S4Se
Source: OMol25
Level of theory: the ωB97M-V functional and the def2-TZVPD basis

Element x y z (Å)
Cs  -0.344  -2.378  -0.305
O  2.292  -1.986  -0.370
S  3.651  -1.540  -0.787
C  4.708  -3.032  -0.745
C  3.940  -4.324  -1.026
C  3.502  -5.053  0.247
C  2.789  -6.370  -0.051
S  0.967  -6.164  -0.299
O  0.789  -4.698  -0.525
C  0.482  -6.437  1.405
C  0.143  -7.723  1.796
C  -0.254  -7.954  3.103
C  -0.335  -6.898  4.001
C  -0.018  -5.611  3.592
C  0.395  -5.375  2.288
C  3.584  -1.369  -2.574
C  2.485  -1.833  -3.279
C  2.458  -1.680  -4.659
C  3.514  -1.066  -5.316
C  4.604  -0.591  -4.597
C  4.638  -0.736  -3.219
H  5.160  -3.039  0.249
H  5.500  -2.846  -1.472
H  4.590  -4.986  -1.605
H  3.061  -4.120  -1.640
H  2.855  -4.396  0.833
H  4.387  -5.268  0.853
H  2.912  -7.098  0.749
H  3.162  -6.817  -0.975
H  0.151  -8.527  1.070
H  -0.533  -8.953  3.410
H  -0.668  -7.077  5.015
H  -0.105  -4.782  4.284
H  0.615  -4.364  1.965
H  1.654  -2.300  -2.764
H  1.607  -2.042  -5.220
H  3.485  -0.947  -6.391
H  5.421  -0.099  -5.107
H  5.475  -0.353  -2.647
S  -0.016  1.252  -0.923
C  -1.273  2.194  -0.384
N  -1.133  3.437  0.095
C  -2.308  4.287  0.244
C  -3.247  4.002  -0.904
N  -3.610  2.593  -0.851
C  -4.988  2.244  -1.171
C  -5.340  2.704  -2.564
C  -6.361  3.619  -2.781
C  -6.671  4.038  -4.069
C  -5.955  3.545  -5.148
C  -4.930  2.631  -4.937
C  -4.624  2.212  -3.653
C  -2.704  1.692  -0.437
S  -3.065  0.152  0.025
C  0.159  4.071  0.344
C  0.445  5.170  -0.651
C  0.401  4.905  -2.018
C  0.651  5.916  -2.933
C  0.950  7.199  -2.493
C  0.998  7.468  -1.134
C  0.742  6.456  -0.217
H  -1.978  5.325  0.203
H  -2.798  4.111  1.207
H  -2.773  4.263  -1.855
H  -4.157  4.592  -0.806
H  -5.660  2.703  -0.439
H  -5.078  1.165  -1.073
H  -6.923  4.004  -1.937
H  -7.472  4.749  -4.226
H  -6.194  3.869  -6.152
H  -4.372  2.238  -5.778
H  -3.828  1.494  -3.488
H  0.914  3.293  0.297
H  0.142  4.474  1.359
H  0.181  3.900  -2.358
H  0.616  5.700  -3.994
H  1.145  7.987  -3.210
H  1.229  8.466  -0.785
H  0.774  6.667  0.846
C  -0.890  -1.240  5.136
As  -0.498  -1.422  3.225
C  1.456  -1.507  3.385
C  -0.679  0.478  2.683
C  0.204  1.447  3.396
C  -0.204  2.100  4.558
C  0.643  2.982  5.216
C  1.921  3.219  4.730
C  2.345  2.565  3.581
C  1.494  1.691  2.922
H  -0.235  -0.511  5.614
H  -0.750  -2.208  5.616
H  -1.931  -0.943  5.266
H  1.843  -0.740  4.056
H  1.907  -1.388  2.398
H  1.725  -2.493  3.767
H  -1.737  0.715  2.798
H  -0.468  0.481  1.611
H  -1.203  1.925  4.943
H  0.303  3.485  6.113
H  2.583  3.903  5.246
H  3.342  2.740  3.194
H  1.826  1.181  2.024
Se  -2.553  -7.048  -0.836
C  -2.548  -5.263  -0.651
N  -2.503  -4.105  -0.530

Computed properties:
E_tot in Ha: -8270.8820
Energy above the lowest of the compared OMol25 structures with the same formula, charge and spin in eV: 0.8473
LUMO level in eV: -0.5
Orbital gap in eV: 5.579

Atom charges from the Mulliken analysis, given in e for atoms 1 to 99:
1. Cs 1.47
2. O -0.20
3. S 0.04
4. C -1.05
5. C -0.36
6. C -0.25
7. C -1.09
8. S 0.25
9. O -0.46
10. C 0.18
11. C -0.48
12. C -0.50
13. C -0.64
14. C -0.42
15. C -0.04
16. C 0.47
17. C -0.34
18. C -0.76
19. C -0.49
20. C -0.57
21. C -0.43
22. H 0.50
23. H 0.53
24. H 0.47
25. H 0.04
26. H -0.11
27. H 0.57
28. H 0.50
29. H 0.52
30. H 0.40
31. H 0.40
32. H 0.38
33. H 0.38
34. H 0.20
35. H 0.34
36. H 0.45
37. H 0.39
38. H 0.39
39. H 0.43
40. S 0.10
41. C -0.26
42. N 0.40
43. C -0.88
44. C -0.70
45. N 0.25
46. C -1.28
47. C 0.54
48. C -0.37
49. C -0.62
50. C -0.38
51. C -0.68
52. C -0.13
53. C 0.10
54. S -0.31
55. C -1.26
56. C 0.58
57. C -0.18
58. C -0.82
59. C -0.39
60. C -0.64
61. C -0.22
62. H 0.48
63. H 0.34
64. H 0.24
65. H 0.58
66. H 0.37
67. H 0.46
68. H 0.36
69. H 0.37
70. H 0.38
71. H 0.40
72. H 0.44
73. H 0.34
74. H 0.34
75. H 0.48
76. H 0.41
77. H 0.39
78. H 0.39
79. H 0.40
80. C -1.24
81. As 0.07
82. C -0.73
83. C -0.35
84. C 0.81
85. C -0.43
86. C -0.65
87. C -0.58
88. C -0.86
89. C -0.28
90. H 0.33
91. H 0.36
92. H 0.37
93. H 0.46
94. H -0.07
95. H 0.43
96. H 0.65
97. H -0.70
98. H 0.47
99. H 0.42

Question: What is the orbital gap in the fourth record?
Answer: 5.579 eV

Question: LUMO level of number 2 (C43H35ClN4O4PtS3)?
Answer: -0.1 eV

Question: LUMO level of number 4 (C44H49AsCsN3O2S4Se)?
Answer: -0.5 eV